Below is a cluster of 2 separate species, C36H47FN4O5P in total at a distorted geometry, with properties calculated with ωB97M-V with the def2-TZVPD basis set.

Calculated values
- HOMO-LUMO gap: 1.135 eV
- Max |F|: 0.13135 Eh/bohr
- Lowest unoccupied orbital energy: -6.37 eV
- Multiplicity: 1
- Net charge: +1

Structure (XYZ):
```
94
C36H47FN4O5P | the Open Molecules 2025 dataset | ωB97M-V with the def2-TZVPD basis set
C -4.1996 -3.7761 2.2761
C -3.6426 -2.9007 3.1062
C -2.9604 -1.9816 4.2745
P -1.0363 -2.2716 4.0844
C -0.5714 -1.8367 5.8923
C -1.2798 -2.7259 7.0304
N -0.7554 -2.6680 8.2693
C -1.1943 -4.1483 4.2780
C 0.2885 -4.8047 4.9082
C 0.9857 -5.9952 3.9251
O 0.2298 -6.2740 5.3224
O -1.4534 -2.2209 2.3612
C -0.3784 -1.9450 1.4472
F -0.5808 -3.0365 0.4581
C -0.6483 -0.6484 0.4991
O -2.0625 -0.2914 0.4570
C -2.6655 -0.6771 -0.8121
C -2.1945 0.2255 -2.0657
C 1.0128 -2.0313 2.2808
C 1.9977 -3.2819 2.0203
C 2.3962 -3.8190 0.7399
C 1.9415 -0.6806 2.3910
C 2.9552 -0.4813 1.1480
C 4.5268 -0.5942 1.5423
O 5.3412 0.1108 0.8241
N 5.0796 -1.4529 2.6135
C 5.3180 -2.8391 2.1403
C 5.7506 -3.2173 0.6603
C 5.9458 -4.7260 0.1975
C 5.7079 -5.9056 1.2426
C 5.3178 -5.5737 2.7467
C 5.1413 -4.0663 3.1387
O 0.6888 -2.2207 3.7092
H -4.2399 -4.7298 1.6192
H -3.3832 -2.3949 5.2578
H -3.2470 -0.8759 4.1526
H -1.0232 -0.8116 3.9166
H -0.8362 -0.7325 6.0984
H 0.5864 -1.9159 5.9963
H -2.1740 -3.4340 6.8903
H 0.0525 -1.9989 8.2599
H -1.2716 -4.7045 3.2564
H -2.0202 -4.5072 4.9886
H 1.0387 -4.0500 5.4920
H 2.0612 -6.3498 4.1686
H 0.2662 -6.5631 3.2228
H -0.0788 0.2928 0.8260
H -0.2179 -0.9344 -0.5485
H -2.4889 -1.7948 -1.0077
H -3.8075 -0.5113 -0.6789
H -1.1370 0.6760 -1.9161
H -2.1166 -0.4404 -3.0161
H -2.9292 1.1042 -2.3072
H 2.4167 -3.8285 2.9572
H 2.0885 -4.9176 0.5204
H 3.0143 -3.2559 -0.0581
H 1.2955 0.2789 2.5358
H 2.5943 -0.7611 3.3490
H 2.8215 0.6182 0.7788
H 2.6974 -1.1301 0.2160
H 5.9288 -1.0370 3.0447
H 5.9349 -2.4129 -0.1350
H 6.2503 -4.9700 -0.8887
H 5.8346 -7.0069 0.9487
H 5.1312 -6.3769 3.5432
H 4.8273 -3.8196 4.2297
C -4.6068 3.4569 -2.2899
N -3.8642 4.2093 -3.3227
C -4.5112 4.6189 -4.4319
C -3.8509 5.3633 -5.4018
C -2.5070 5.7025 -5.2349
C -1.8666 5.2393 -4.0836
C -2.5615 4.4939 -3.1418
C -1.7828 6.5390 -6.2123
C -1.1923 7.7424 -5.8195
C -0.4699 8.5028 -6.7277
N -0.3235 8.0899 -8.0013
C -0.9001 6.9460 -8.4235
C -1.6355 6.1583 -7.5472
C 0.4889 8.8808 -8.9493
H -5.0365 2.5714 -2.7608
H -5.3867 4.1137 -1.8995
H -3.9307 3.1626 -1.4873
H -5.5596 4.3545 -4.5252
H -4.4072 5.6934 -6.2752
H -0.8157 5.4524 -3.9070
H -2.0831 4.1298 -2.2385
H -1.2899 8.1037 -4.7991
H 0.0006 9.4374 -6.4402
H -0.7526 6.6681 -9.4618
H -2.0692 5.2329 -7.9161
H -0.1390 9.1340 -9.8045
H 1.3370 8.2634 -9.2518
H 0.8449 9.7905 -8.4653
```

=====

Below is a structure of composition C36H48AgN3O7Se at a distorted geometry, with properties calculated with ωB97M-V with the def2-TZVPD basis set.

Calculated values
- HOMO-LUMO gap: 5.414 eV
- Max |F|: 0.02894 Eh/bohr
- Lowest unoccupied orbital energy: 3.79 eV
- Multiplicity: 1
- Net charge: -2
- Energy relative to the best compared isomer or geometry (same formula, charge and spin): 17.1 kJ/mol

Structure (XYZ):
```
96
C36H48AgN3O7Se | the Open Molecules 2025 dataset | ωB97M-V with the def2-TZVPD basis set
Ag -0.2225 0.4493 -0.3532
C -2.8901 -3.3312 5.9375
C -1.9164 -4.2469 5.1775
C -0.6185 -4.3528 5.9948
C -2.5416 -5.6394 5.1024
C -1.6212 -3.6802 3.7830
C -1.0359 -2.4226 3.6429
C -0.7281 -1.8803 2.4051
Se 0.0633 -0.1336 2.3761
C 1.9168 -0.6491 2.2630
C 2.4985 -1.1653 3.4040
C 3.8160 -1.6348 3.4253
C 4.5240 -1.5086 2.2312
C 4.0046 -0.9777 1.0507
C 2.6277 -0.5347 1.0044
O 2.0860 -0.1048 -0.0577
C 4.9620 -0.9246 -0.1656
C 5.3783 -2.3542 -0.5509
C 4.3908 -0.2653 -1.4303
C 6.2282 -0.1298 0.2032
C 4.3990 -2.2479 4.7014
C 5.8466 -2.6966 4.5036
C 4.3714 -1.2258 5.8493
C 3.5732 -3.4739 5.1248
C -0.9799 -2.5766 1.1731
O -0.6831 -2.0865 0.0280
C -1.6274 -3.8591 1.3213
C -1.9050 -4.3583 2.5950
C -2.0031 -4.6587 0.0647
C -2.9111 -3.8184 -0.8534
C -2.7616 -5.9436 0.4024
C -0.7350 -5.0654 -0.7034
H -3.1026 -3.7290 6.9407
H -2.4786 -2.3235 6.0508
H -3.8335 -3.2435 5.3893
H -0.8134 -4.7751 6.9917
H 0.1057 -4.9911 5.4789
H -0.1535 -3.3701 6.1266
H -2.7395 -6.0082 6.1161
H -3.4901 -5.6251 4.5545
H -1.8745 -6.3521 4.6054
H -0.8028 -1.8267 4.5232
H 1.8811 -1.2295 4.2987
H 5.5551 -1.8557 2.2103
H 4.4928 -2.9447 -0.8106
H 6.0521 -2.3363 -1.4197
H 5.8908 -2.8681 0.2696
H 3.5035 -0.7764 -1.7992
H 4.0901 0.7676 -1.2534
H 5.1724 -0.2870 -2.2043
H 6.7786 -0.5850 1.0327
H 6.9041 -0.0706 -0.6616
H 5.9569 0.8888 0.4988
H 6.4944 -1.8562 4.2291
H 6.2275 -3.1299 5.4363
H 5.9266 -3.4567 3.7186
H 4.9606 -0.3420 5.5840
H 3.3496 -0.8929 6.0557
H 4.7834 -1.6591 6.7723
H 3.5878 -4.2323 4.3352
H 3.9734 -3.9187 6.0477
H 2.5257 -3.2074 5.2996
H -2.3700 -5.3339 2.6667
H -3.8434 -3.5673 -0.3339
H -2.4151 -2.8907 -1.1398
H -3.1642 -4.3893 -1.7591
H -3.6911 -5.7386 0.9459
H -3.0224 -6.4538 -0.5321
H -2.1570 -6.6330 1.0036
H -0.1887 -4.1833 -1.0324
H -0.0814 -5.6688 -0.0623
H -1.0017 -5.6639 -1.5864
O -0.7846 3.0288 -0.6197
C -1.9416 2.6830 -0.3079
O -2.4281 1.5305 -0.2209
C -2.8993 3.8014 0.0630
C -3.6105 3.7288 1.2568
C -4.4743 4.7475 1.6417
C -4.6681 5.8454 0.8176
C -3.9656 5.8885 -0.3691
C -3.0801 4.9029 -0.7573
N -4.1661 7.0661 -1.2700
O -3.5975 7.0697 -2.3259
O -4.8844 7.9557 -0.8899
H -3.4798 2.8482 1.8739
H -5.0106 4.6816 2.5800
H -5.3410 6.6486 1.0755
H -2.5240 4.9981 -1.6794
N 1.0037 -2.0801 -2.3314
C 0.7577 -1.0452 -3.1741
N 1.5048 -1.0615 -4.3612
O -0.0342 -0.1413 -2.9411
H 1.8879 -2.5501 -2.3918
H 0.5367 -2.0608 -1.4117
H 1.7438 -1.9697 -4.7218
H 1.1287 -0.4269 -5.0441
```